Entry 1:
# C25H39I2O8PS

A molecular structure, C25H39I2O8PS (ωB97M-V with the def2-TZVPD basis set, OMol25).

```
76
Properties=species:S:1:pos:R:3:mulliken_charge:R:1
C 7.1107 -0.6602 2.6853 -1.23
C 6.6644 0.8060 2.6701 -0.34
I 8.3304 2.0014 3.3175 0.12
C 6.1512 1.2110 1.2814 -1.62
I 7.7897 1.5485 -0.0908 0.22
C 5.2148 2.3911 1.3343 1.54
C 5.7174 3.6858 1.3390 -0.40
C 4.8845 4.7931 1.3758 -0.99
C 3.5125 4.6320 1.4060 -0.77
C 2.9779 3.3546 1.4432 0.03
C 3.8129 2.2214 1.4180 -0.21
C 3.1600 0.8814 1.5024 0.87
O 3.7417 -0.1768 1.3633 -0.65
C 1.6968 0.8354 1.8042 0.51
P 0.9738 -0.7603 2.2732 0.32
S 0.1554 -0.7104 4.0445 -0.41
C 0.9148 1.9140 1.7741 -0.86
C 1.4916 3.2472 1.4943 0.25
O 0.7745 4.2152 1.3424 -0.59
H 8.1601 -0.7629 2.4176 0.39
H 6.5391 -1.2290 1.9489 0.33
H 6.9387 -1.1106 3.6605 0.36
H 5.8833 0.9762 3.4077 0.60
H 5.6915 0.3454 0.8346 0.71
H 6.7859 3.8460 1.3060 0.36
H 5.3170 5.7847 1.3620 0.40
H 2.8411 5.4780 1.4060 0.53
H 1.9853 -1.7133 2.2011 0.08
H 0.0488 -1.1292 1.2881 -0.02
H -0.1475 1.8587 1.9825 0.44
C -2.0004 4.5667 0.1384 -0.62
O -2.8028 3.9444 -0.8421 -0.22
C -3.1812 4.8341 -1.8731 -0.61
C -3.7220 4.0595 -3.0526 -0.37
O -2.7138 3.5257 -3.9000 -0.47
C -2.0024 2.3988 -3.4180 -0.45
C -2.7732 1.1010 -3.4769 -0.49
O -3.6561 1.0029 -2.3756 -0.20
C -4.5819 -0.0468 -2.5340 -0.78
H -2.5213 5.4157 0.5983 0.32
H -1.7850 3.8295 0.9050 0.07
H -1.0578 4.9154 -0.2920 0.32
H -2.3200 5.4322 -2.1988 0.34
H -3.9580 5.5146 -1.4952 0.45
H -4.2813 4.7495 -3.6867 0.40
H -4.4062 3.2816 -2.7067 0.18
H -1.6365 2.5679 -2.4023 0.16
H -1.1400 2.3045 -4.0812 0.42
H -2.0599 0.2630 -3.4445 0.34
H -3.3337 1.0458 -4.4187 0.37
H -5.2263 0.1133 -3.4062 0.39
H -5.2007 -0.0808 -1.6395 0.24
H -4.0566 -1.0000 -2.6465 0.26
C -2.0166 -6.9330 2.3369 -0.78
O -1.9418 -6.2330 1.1169 -0.20
C -2.5667 -6.9370 0.0600 -0.61
C -2.7511 -6.0371 -1.1399 -0.36
O -3.8813 -5.1840 -1.0511 -0.48
C -3.7566 -4.0525 -0.2055 -0.65
C -2.9468 -2.9262 -0.8026 -0.33
O -1.5592 -3.1738 -0.6505 -0.28
C -0.7675 -2.3229 -1.4421 -0.83
H -1.5386 -7.9173 2.2625 0.31
H -1.4939 -6.3424 3.0862 0.24
H -3.0576 -7.0678 2.6533 0.31
H -3.5457 -7.3136 0.3828 0.35
H -1.9381 -7.7926 -0.2261 0.45
H -2.9450 -6.6730 -2.0058 0.39
H -1.8377 -5.4691 -1.3308 0.17
H -3.3584 -4.3287 0.7734 0.23
H -4.7764 -3.6875 -0.0685 0.42
H -3.1963 -1.9859 -0.2902 0.56
H -3.1949 -2.8266 -1.8658 0.16
H -0.9660 -2.4631 -2.5115 0.35
H 0.2723 -2.5775 -1.2424 0.31
H -0.9376 -1.2684 -1.1837 0.24
```

The calculation puts the LUMO energy at -2.0 eV. As for the highest occupied orbital energy: -8.92 eV.

Entry 2:
# C25H39MoO

A molecular structure, C25H39MoO (ωB97M-V with the def2-TZVPD basis set, OMol25).

```
66
Properties=species:S:1:pos:R:3:lowdin_spin:R:1
C -1.6687 1.0133 -1.4811 0.01
C -1.8077 -0.4110 -1.6679 0.01
C -0.9681 -0.7956 -2.7779 0.02
C -0.2603 0.3746 -3.2321 0.03
C -0.7056 1.4983 -2.4415 0.04
Mo 0.2841 0.0137 -1.1276 1.68
C 2.2488 -0.5596 1.2046 0.01
C 1.1102 0.4119 1.3148 -0.01
H 0.4815 0.2830 2.1984 0.00
C 0.9369 1.5176 0.4953 0.01
H 1.7517 1.8458 -0.1638 0.01
H 0.1444 2.2413 0.7089 0.00
C 3.1097 -0.5168 2.4752 0.00
H 2.5631 -0.8213 3.3700 0.00
H 3.9999 -1.1491 2.3883 0.00
H 3.4511 0.5186 2.6271 0.00
C 3.2009 -0.1897 0.0501 0.01
H 2.7213 -0.1254 -0.9448 0.01
H 3.6870 0.7675 0.2915 0.00
H 3.9639 -0.9686 -0.0312 0.00
C -2.6633 -1.3153 -0.8494 0.01
H -2.9276 -0.8408 0.1015 0.00
H -3.5927 -1.5826 -1.3676 0.00
H -2.1378 -2.2475 -0.6103 0.00
C -0.8960 -2.1519 -3.3856 0.00
H -0.7982 -2.9229 -2.6175 0.00
H -1.7886 -2.3935 -3.9756 0.00
H -0.0337 -2.2312 -4.0519 0.00
C 0.7498 0.4215 -4.3268 0.02
H 1.3643 -0.4827 -4.3239 0.00
H 0.2854 0.5020 -5.3151 0.00
H 1.4106 1.2819 -4.2013 0.00
C -0.2522 2.9082 -2.6176 0.01
H 0.8101 2.9439 -2.8795 0.00
H -0.8044 3.4005 -3.4287 0.00
H -0.4052 3.4920 -1.7059 0.00
C -2.4348 1.8204 -0.4922 0.01
H -2.2264 2.8869 -0.6113 0.00
H -3.5140 1.6706 -0.6232 0.00
H -2.1944 1.5272 0.5374 0.00
C 1.1405 -1.9407 -0.5079 0.02
C 1.5987 -1.8784 0.8939 0.01
C 1.4938 -3.0136 -1.3182 0.01
C 2.2470 -3.1041 1.4165 0.03
H 0.4689 -1.8769 1.1124 0.00
C 2.2008 -4.1108 -0.7900 0.03
H 1.2708 -2.9991 -2.3897 0.00
C 2.5178 -4.1568 0.5807 0.01
H 2.5132 -3.1366 2.4698 0.00
H 2.5360 -4.9191 -1.4441 0.00
H 3.0546 -5.0255 0.9867 0.00
C -2.7918 1.9833 3.3212 0.00
C -1.6538 1.0098 3.5449 0.00
O -1.6443 -0.0690 2.5840 0.00
C -2.4032 -1.2333 2.9403 0.00
C -2.0410 -1.8710 4.2681 0.00
H -2.6397 2.5600 2.4049 0.00
H -2.8190 2.6831 4.1580 0.00
H -3.7554 1.4694 3.2673 0.00
H -0.6912 1.5229 3.4075 0.00
H -1.6904 0.5935 4.5669 0.00
H -3.4723 -0.9616 2.9264 0.00
H -2.2157 -1.9348 2.1184 0.00
H -2.3883 -1.2707 5.1126 0.00
H -2.5446 -2.8388 4.3239 0.00
H -0.9635 -2.0416 4.3608 0.00
```

The calculation puts the LUMO energy (spin up / spin down) at -4.3 / -4.4 eV. The spin multiplicity is 3. As for the net charge: +1. As for the highest occupied orbital energy (spin up / spin down): -10.20 / -9.55 eV.

Entry 3:
# C25H39N4O3S2Ti

A molecular structure, C25H39N4O3S2Ti (ωB97M-V with the def2-TZVPD basis set, OMol25).

```
74
Properties=species:S:1:pos:R:3:mulliken_charge:R:1
Ti 0.0266 0.3024 0.0452 -1.43
C -0.2263 -0.4491 2.9950 -1.09
N 0.4185 0.6299 2.1643 1.18
C 1.8356 0.7240 2.6151 -1.26
C -0.3627 1.8358 2.4897 0.70
C -0.1786 2.5893 3.6314 -0.69
C -1.1553 3.5077 3.9997 -0.92
C -2.3288 3.6129 3.2660 -0.92
C -2.5057 2.8765 2.1058 -1.16
C -1.4877 2.0279 1.6743 -0.13
N -1.4793 1.2361 0.5236 1.74
C -2.5083 1.1890 -0.4349 -0.03
C -3.3159 2.2385 -0.8633 -1.05
C -4.2955 1.9937 -1.8145 -1.14
C -4.4677 0.7212 -2.3420 -0.83
C -3.6234 -0.3170 -1.9637 -0.80
C -2.6258 -0.0666 -1.0433 0.63
N -1.6510 -1.0496 -0.5749 1.87
C -1.3641 -2.0520 -1.6330 -1.15
C -2.2572 -1.7517 0.5973 -1.21
H -0.0666 -0.2259 4.0503 0.50
H 0.2158 -1.4157 2.7782 0.35
H -1.2985 -0.4656 2.8279 0.34
H 2.3755 -0.1587 2.2825 0.18
H 2.3112 1.6194 2.2297 0.48
H 1.8821 0.7550 3.7030 0.59
H 0.6853 2.4608 4.2704 0.49
H -1.0190 4.1026 4.8924 0.50
H -3.1187 4.2724 3.5987 0.48
H -3.4315 2.9490 1.5562 0.78
H -3.1709 3.2388 -0.4800 0.73
H -4.9316 2.8044 -2.1429 0.48
H -5.2529 0.5343 -3.0619 0.47
H -3.7524 -1.2970 -2.4047 0.54
H -1.3278 -1.5768 -2.6088 0.49
H -2.1362 -2.8214 -1.6497 0.50
H -0.4157 -2.5335 -1.4356 -0.31
H -3.1165 -2.3361 0.2651 0.47
H -2.6188 -1.0243 1.3194 0.37
H -1.5318 -2.4197 1.0555 0.28
C 1.4180 -0.4493 -2.7972 -0.86
O 0.3547 0.2078 -2.0764 0.55
C -0.1681 1.3663 -2.7659 -0.41
C 0.4412 2.6172 -2.1510 -0.81
O 0.5106 2.4174 -0.7242 0.01
C 1.6596 3.0206 -0.1126 -0.68
C 2.8684 2.1395 -0.3461 -1.01
O 2.4702 0.7691 -0.2113 0.96
C 3.6411 -0.0629 -0.3180 -1.14
H 1.0321 -0.8351 -3.7406 0.31
H 2.2374 0.2416 -2.9942 0.29
H 1.7685 -1.2768 -2.1876 0.03
H 0.0610 1.3087 -3.8286 0.74
H -1.2491 1.3642 -2.6500 0.01
H 1.4399 2.7999 -2.5487 0.46
H -0.1881 3.4814 -2.3633 0.44
H 1.8308 4.0160 -0.5224 0.50
H 1.4114 3.1312 0.9419 0.16
H 3.2833 2.2946 -1.3467 0.45
H 3.6576 2.3778 0.3717 0.55
H 4.3613 0.1990 0.4595 0.37
H 3.3402 -1.0947 -0.1954 0.20
H 4.1137 0.0725 -1.2926 0.36
S 1.2361 -2.2053 0.6524 -0.29
C 1.6537 -3.7015 -0.0295 0.44
N 1.9255 -4.7487 0.7142 -0.22
C 2.4838 -5.9326 0.0550 -0.66
C 2.1354 -5.8056 -1.4252 -0.45
S 1.8999 -4.0156 -1.7153 -0.01
H 1.8892 -4.7022 1.7238 0.28
H 2.0524 -6.8333 0.4870 0.34
H 3.5633 -5.9577 0.2141 0.33
H 1.2053 -6.3044 -1.6865 0.34
H 2.9312 -6.1597 -2.0741 0.43
```

The calculation puts the LUMO energy (spin up / spin down) at -9.6 / -10.4 eV. As for the net charge: +3. As for the highest occupied orbital energy (spin up / spin down): -16.71 / -16.88 eV. The value obtained for the relative energy (zero: lowest compared OMol25 entry of this formula, charge and spin) is 45.8 kJ/mol.

| no. | E_tot (eV) |
| --- | --- |
| 1 | -79259.10909 |
| 2 | -30450.87766 |
| 3 | -83422.31013 |